66
Properties=species:S:1:pos:R:3:nbo_charge:R:1 method="wB97M-V/def2-TZVPD" charge=-1 homo_energy_ev=-6.7 orbital_gap_ev=8.78
N 2.66598 19.03061 -15.57157 0.736
O 3.30702 19.41909 -14.58224 -0.514
O 1.47884 18.69277 -15.45523 -0.532
O 3.28523 18.85073 -16.65244 -0.602
C 1.95980 17.32840 -19.62350 -0.262
O 1.65818 16.13933 -20.36085 -0.722
H 2.79277 17.94675 -19.97142 0.157
H 1.05413 17.93270 -19.65485 0.179
H 2.20938 17.11307 -18.58247 0.187
H 2.51770 15.81465 -20.65162 0.459
C -0.78383 16.79412 -16.97073 -0.287
O -1.27866 15.48993 -17.30143 -0.732
H -1.13742 17.73067 -17.41463 0.202
H -0.95738 16.93386 -15.90349 0.178
H 0.27055 16.90462 -17.23856 0.167
H -0.48556 14.95689 -17.37785 0.464
C 6.62648 17.30430 -17.28677 -0.242
O 5.32869 17.30194 -17.87921 -0.762
H 7.03834 18.31068 -17.38060 0.170
H 6.56137 16.99414 -16.24116 0.166
H 7.25944 16.58864 -17.81125 0.160
H 4.77019 17.92355 -17.38501 0.497
C -0.52640 18.50900 -12.33651 -0.250
O -0.28691 17.67077 -13.42953 -0.742
H 0.34240 19.08598 -11.99515 0.167
H -1.29147 19.26818 -12.53723 0.152
H -0.84536 17.97298 -11.44147 0.166
H 0.19404 18.16333 -14.10946 0.496
C 6.39731 21.35812 -15.17993 -0.242
O 6.12136 19.98275 -15.15174 -0.760
H 7.47032 21.48409 -15.34607 0.159
H 5.88181 21.84652 -16.01875 0.153
H 6.14215 21.92788 -14.27954 0.171
H 5.16119 19.84764 -15.09598 0.499
C -0.88442 20.30635 -18.43572 0.770
O -1.92481 19.89012 -17.91670 -0.676
N -0.94084 20.95619 -19.64012 -0.857
N 0.34476 20.20530 -17.87352 -0.862
H -1.85189 21.16992 -19.99018 0.408
H -0.08174 21.21886 -20.08364 0.376
H 1.18336 20.53135 -18.31384 0.395
H 0.38749 19.74529 -16.97370 0.433
C 0.73874 22.86690 -13.91120 0.771
O 0.32932 22.97750 -12.74794 -0.696
N 1.42361 23.86989 -14.55087 -0.871
N 0.58969 21.73998 -14.62842 -0.835
H 1.96794 23.68435 -15.38932 0.417
H 1.65859 24.67250 -14.00057 0.391
H 0.07374 20.96074 -14.27386 0.410
H 1.08981 21.69060 -15.49940 0.395
C 3.22790 22.48147 -17.85775 0.784
O 3.03277 22.72461 -16.66269 -0.692
N 3.19152 23.46601 -18.81308 -0.851
N 3.48165 21.24250 -18.35171 -0.875
H 2.99142 23.09738 -19.72467 0.382
H 3.14625 24.43858 -18.59287 0.412
H 3.52910 20.45752 -17.70290 0.446
H 3.97389 21.10829 -19.21504 0.391
C 5.22056 20.48508 -11.06207 0.763
O 4.88067 21.67179 -10.99987 -0.681
N 6.21138 19.98700 -10.26795 -0.854
N 4.58540 19.59551 -11.85661 -0.835
H 6.74415 20.63182 -9.72079 0.404
H 6.42762 19.01242 -10.32896 0.378
H 3.88456 20.00174 -12.45714 0.439
H 4.95129 18.67340 -11.97491 0.384

49
Properties=species:S:1:pos:R:3:nbo_charge:R:1 method="wB97M-V/def2-TZVPD" smiles=COCCc1ccc(-c2c(C)nc3c(N4CCOCC4)ccnn23)cn1 homo_energy_ev=-8.2 orbital_gap_ev=8.38
N -1.47745 -1.47954 -1.11853 -0.219
N -1.42893 1.62077 0.64123 -0.475
N 2.83503 -2.25111 -1.29391 -0.437
O 6.34779 -2.75023 1.32153 -0.548
O -6.18669 3.78941 -0.15431 -0.527
C -2.72300 -1.60475 -1.54056 0.035
C -2.02629 0.70416 -0.10533 0.277
C -3.73279 -0.52797 -1.37708 -0.267
C 0.11579 0.05530 0.04315 0.066
C -3.40985 0.58271 -0.62688 0.207
C -0.07308 1.25525 0.73537 0.160
C 1.77563 -1.44877 -1.18401 0.065
C 3.59996 -2.49300 -0.24673 0.224
C 3.27668 -1.93188 1.00154 -0.248
C 2.20563 -1.02676 1.11518 -0.160
C 1.39910 -0.77938 -0.00912 -0.102
N -1.12770 -0.29428 -0.45742 -0.161
N -4.35030 1.60958 -0.49416 -0.502
C 7.43917 -1.88187 1.55645 -0.250
C 1.02377 2.04962 1.40843 -0.654
C 6.12915 -2.91105 -0.08531 -0.054
C -6.35433 2.53308 0.56049 -0.075
C -5.52426 3.53269 -1.43436 -0.081
C 4.71566 -3.49048 -0.34041 -0.462
C -5.02037 1.84180 0.82637 -0.231
C -4.15214 2.84793 -1.33315 -0.239
H -3.01365 -2.51379 -2.04934 0.212
H -4.68369 -0.61062 -1.89010 0.234
H 1.14244 -1.30978 -2.07153 0.200
H 3.88623 -2.19343 1.82215 0.226
H 2.01235 -0.60048 2.12159 0.222
H 7.30417 -0.87523 1.14435 0.167
H 8.36050 -2.29321 1.09952 0.165
H 7.56907 -1.77143 2.63475 0.194
H 0.77399 3.11827 1.32157 0.235
H 1.98561 1.94180 0.89231 0.230
H 1.14953 1.77248 2.47836 0.223
H 6.88100 -3.56316 -0.49763 0.172
H 6.25530 -1.94699 -0.59944 0.169
H -6.99233 1.85394 -0.01376 0.169
H -6.77363 2.77069 1.53796 0.194
H -5.40898 4.50923 -1.89048 0.196
H -6.21173 2.96373 -2.10004 0.168
H 4.54537 -4.30326 0.42896 0.229
H 4.67645 -3.91976 -1.35039 0.236
H -5.19180 0.87527 1.26626 0.209
H -4.41072 2.46512 1.49715 0.194
H -3.72053 2.57181 -2.33573 0.215
H -3.41114 3.50759 -0.85492 0.196

18
Properties=species:S:1:pos:R:3:nbo_charge:R:1 method="wB97M-V/def2-TZVPD" smiles="C=CCN/C=C/C" homo_energy_ev=-7.3 orbital_gap_ev=8.47
C 3.10792 -0.32872 -0.68496 -0.632
C 1.62705 -0.49969 -0.46551 -0.334
C 0.82869 0.40458 0.13252 0.014
N -0.35670 0.80311 -0.46944 -0.581
C -1.51683 1.20404 0.31984 -0.272
C -2.20506 -1.08270 0.81392 -0.383
C -2.60276 0.15351 0.57026 -0.211
H 3.75725 -1.10391 -0.22710 0.201
H 3.29895 -0.49392 -1.74472 0.213
H 3.41216 0.68301 -0.49409 0.211
H 1.22033 -1.29266 -1.12684 0.183
H 0.86428 0.65317 1.19397 0.195
H -0.63338 0.29675 -1.30039 0.381
H -1.86027 2.20331 0.01648 0.202
H -1.18735 1.40518 1.34783 0.206
H -1.19543 -1.44117 1.02235 0.204
H -2.94205 -1.86840 0.89210 0.195
H -3.61680 0.30452 0.20379 0.210

49
Properties=species:S:1:pos:R:3:nbo_charge:R:1 method="wB97M-V/def2-TZVPD" homo_energy_ev=-6.5 orbital_gap_ev=6.41
Be 0.68851 -0.16947 -0.50353 1.321
C -0.70455 2.96270 -1.55340 -1.079
Si 0.12230 1.94600 -0.13373 0.646
C 1.17693 3.27703 0.77275 -1.066
C -1.31097 1.65984 1.10351 -0.409
C -2.15851 2.70370 1.45970 -0.207
C -3.20409 2.52229 2.34703 -0.223
C -3.41711 1.27164 2.90030 -0.242
C -2.57333 0.22772 2.56384 -0.149
C -1.51823 0.40054 1.67689 -0.455
Si -0.33634 -1.04002 1.26439 0.624
C 0.85623 -1.11110 2.77128 -1.075
C -1.29601 -2.70610 1.48705 -1.079
H -1.16299 3.88500 -1.20648 0.223
H -1.48193 2.37854 -2.04082 0.215
H 0.02473 3.23819 -2.31287 0.209
H 0.55461 4.07410 1.17155 0.221
H 1.90557 3.73337 0.11102 0.215
H 1.72345 2.84406 1.60534 0.223
H -2.00537 3.68636 1.03315 0.194
H -3.85138 3.35128 2.60563 0.202
H -4.23231 1.11267 3.59392 0.201
H -2.74564 -0.74480 3.00158 0.184
H 0.33423 -1.31289 3.70316 0.217
H 1.38486 -0.16997 2.88083 0.226
H 1.60419 -1.88792 2.63703 0.203
H -1.63941 -2.85680 2.50814 0.222
H -0.64648 -3.54541 1.24740 0.214
H -2.16390 -2.76827 0.83667 0.219
N 5.23203 -1.64349 0.98383 -0.602
N 4.18071 -1.42081 0.14852 0.179
N 4.17212 -1.74122 -1.12205 -0.257
C 3.01101 -1.26716 -1.52436 0.137
N 2.32728 -0.68997 -0.51949 -0.467
N 3.10083 -0.78433 0.55115 -0.024
H 5.65120 -2.55369 0.82357 0.394
H 4.92375 -1.50617 1.94022 0.401
H 2.66146 -1.32052 -2.53114 0.226
C -1.55571 -1.58556 -4.19694 -0.137
C -1.26716 -2.47433 -3.16455 -0.256
C -0.45404 -2.05326 -2.13159 0.073
N 0.08595 -0.83908 -2.07653 -0.628
C -0.13475 -0.01626 -3.09941 0.064
C -0.96245 -0.33491 -4.16389 -0.246
H -2.21356 -1.88075 -5.00132 0.226
H -1.68377 -3.46952 -3.16227 0.232
H -0.23180 -2.69727 -1.29465 0.227
H 0.36941 0.93175 -3.04386 0.229
H -1.13956 0.38428 -4.94658 0.232

Strongest force on any atom per entry: 1.88, 2.86, 2.33, 1.99 eV/Å